[1]
Formula: ClH4NiO2
Source: the Open Molecules 2025 dataset
Level of theory: wB97M-V/def2-TZVPD

The highest occupied orbital energy (alpha / beta) is -9.10 / -10.80 eV. As for the total charge: 0. As for the expectation value of S²: 3.75. The value obtained for the frontier orbital gap (alpha / beta) is 8.9488 / 7.5989 eV. The relative energy (zero: lowest compared OMol25 entry of this formula, charge and spin) is 0.1106 eV. Its energy is -2121.2755 a.u. As for the spin multiplicity: 4.

Cartesian coordinates (Å):
1 Ni 14.108 -16.198 18.517
2 Cl 12.092 -15.088 19.309
3 O 12.622 -11.904 19.167
4 H 12.536 -12.818 19.437
5 H 12.417 -11.400 19.954
6 O 9.351 -12.811 18.235
7 H 9.862 -13.620 18.219
8 H 9.440 -12.488 19.131

[2]
Formula: ClH4PSi
Source: the Open Molecules 2025 dataset
Level of theory: wB97M-V/def2-TZVPD

The highest occupied orbital energy is -8.70 eV. As for the total charge: 0. Its structure (SMILES) is [SiH2]=P.Cl. The value obtained for the frontier orbital gap is 7.5371 eV. The relative energy (zero: lowest compared OMol25 entry of this formula, charge and spin) is 2.7505 eV. Its energy is -1093.3499 a.u.

Cartesian coordinates (Å):
1 Si 0.923 -0.053 0.092
2 P 0.433 1.854 -0.754
3 H 1.165 -0.368 1.570
4 H 1.697 -1.004 -0.757
5 H -0.527 1.986 0.294
6 Cl -3.075 0.238 0.580
7 H -2.022 0.951 0.885

[3]
Formula: ClH5N2Si
Source: the Open Molecules 2025 dataset
Level of theory: wB97M-V/def2-TZVPD

The highest occupied orbital energy is -9.84 eV. As for the total charge: 0. Its structure (SMILES) is [H]/N=[SiH]/N.Cl. The value obtained for the frontier orbital gap is 9.9772 eV. The relative energy (zero: lowest compared OMol25 entry of this formula, charge and spin) is 2.7058 eV. Its energy is -862.1909 a.u.

Cartesian coordinates (Å):
1 H 1.143 1.296 -1.345
2 N 0.977 0.796 -0.534
3 Si 0.658 -0.735 -0.273
4 N -0.499 -1.177 0.978
5 H 1.256 -1.885 -0.675
6 H -1.097 -0.416 1.166
7 H -0.790 -2.050 1.363
8 Cl -1.329 2.546 -0.423
9 H -0.318 1.625 -0.258